{
  "formula": "C6H9NO2",
  "method": "ωB97M-V with the def2-TZVPD basis set",
  "homo_energy_ev": [-8.2, -8.2],
  "max_force_ev_per_a": 2.0,
  "relative_energy_kj_mol": 482.4,
  "orbital_gap_ev": [7.0, 7.0],
  "energy_ev": -11948.3187,
  "elements": ["C", "C", "C", "C", "C", "C", "O", "N", "O", "H", "H", "H", "H", "H", "H", "H", "H", "H"],
  "coordinates": [[1.5530, 0.7374, 0.0356], [-0.9862, 0.9661, 0.5574], [-0.7601, -0.4914, 0.7847], [0.1221, 0.6675, -0.4133], [-0.9214, -1.2282, -0.7607], [-0.2063, 0.0310, -1.6699], [1.7562, 1.1521, 1.3625], [-0.5098, -1.0756, 1.8868], [-2.1638, -1.3658, -0.9099], [1.4743, 0.4446, 1.9607], [-0.2156, -2.0444, 1.7338], [2.0426, 1.4771, -0.6131], [2.0374, -0.2278, -0.1773], [-0.2254, -2.0862, -0.7194], [-1.9329, 1.2120, 0.0873], [-0.7208, 1.6024, 1.3940], [-0.9900, 0.4913, -2.2630], [0.6468, -0.2623, -2.2763]]
}